[1]
The following is a quantum chemistry calculation of 2 unconnected molecules or ions with the total composition C16H17N in a non-equilibrium geometry, from the Open Molecules 2025 dataset.

Calculated values
Lowest unoccupied orbital energy: 0.87 eV
Electronic energy: -18357.4806 eV
SMILES string: Cc1c[nH]c2ccccc12.Cc1ccccc1
Max |F|: 2.012 eV/Å
Energy above the lowest of the compared OMol25 structures with the same formula, charge and spin: 83.1 kJ/mol
Net charge: 0

XYZ file:
```
34
Properties=species:S:1:pos:R:3:forces:R:3:lowdin_charge:R:1
C -1.6296 2.1200 2.7294 -0.5 -0.1 -1.2 -0.05
C -0.8580 0.9690 2.2106 1.3 -0.5 0.0 -0.23
C 0.5235 0.8224 2.1376 -1.7 -0.1 0.2 -0.04
N 0.8004 -0.4313 1.6416 0.6 -0.9 0.2 0.07
C -0.3558 -1.1138 1.3896 -1.2 1.2 -1.0 -0.22
C -0.5594 -2.2437 0.5933 1.6 -0.4 0.0 -0.05
C -1.7884 -2.5246 0.0654 -0.3 1.0 1.4 -0.09
C -2.8747 -1.7620 0.5995 -0.2 0.1 -1.2 -0.10
C -2.7312 -0.6232 1.3851 0.3 -1.9 -0.2 -0.02
C -1.4119 -0.2337 1.6844 -0.5 -0.1 0.5 -0.15
H -2.1210 2.6374 1.8898 0.4 0.2 0.0 0.08
H -0.9251 2.7843 3.2052 -0.4 0.4 0.6 0.07
H -2.5101 1.7845 3.2825 0.5 0.2 0.8 0.08
H 1.2782 1.4758 2.5351 0.2 0.1 -0.2 0.12
H 1.6124 -0.7444 1.1443 0.5 0.4 0.3 0.13
H 0.3337 -2.8474 0.4142 -0.3 0.0 -0.4 0.11
H -1.8932 -3.3028 -0.6733 -0.3 -0.2 0.2 0.10
H -3.8650 -2.0316 0.2445 -0.1 0.0 0.3 0.09
H -3.6382 -0.2751 1.8555 0.1 0.8 -0.2 0.10
C 1.5858 -1.6999 -2.7571 -1.2 -0.7 -0.2 -0.05
C 1.4954 -0.2731 -2.3187 0.8 0.5 -0.2 -0.28
C 0.5306 0.6189 -2.7704 0.0 -0.8 -0.5 -0.05
C 0.5245 1.9315 -2.3535 -0.3 0.2 0.5 -0.09
C 1.5260 2.4255 -1.5266 -0.3 -0.1 -0.2 -0.09
C 2.5314 1.5659 -1.0928 -0.8 -0.2 0.2 -0.09
C 2.4625 0.2178 -1.4414 0.2 0.5 0.1 -0.08
H 2.6019 -2.0645 -2.8778 0.1 0.0 0.4 0.08
H 1.0753 -1.9607 -3.6917 0.1 0.7 -0.1 0.08
H 0.9818 -2.2886 -2.0546 0.6 -0.3 0.2 0.07
H -0.1912 0.2438 -3.4902 -0.2 0.2 0.2 0.11
H -0.3338 2.5584 -2.5641 0.2 0.1 -0.4 0.10
H 1.4139 3.4608 -1.2318 0.5 0.0 0.2 0.10
H 3.2748 1.8876 -0.3798 0.2 0.1 -0.1 0.10
H 3.2000 -0.4412 -1.0066 0.2 -0.2 -0.2 0.11
```
Forces are in eV/Å.

[2]
The following is a quantum chemistry calculation of 2 unconnected molecules or ions with the total composition C16H17N in a non-equilibrium geometry, from the Open Molecules 2025 dataset.

Calculated values
Lowest unoccupied orbital energy: 0.88 eV
Electronic energy: -18355.1507 eV
SMILES string: Cc1c[nH]c2ccccc12.Cc1ccccc1
Max |F|: 5.339 eV/Å
Energy above the lowest of the compared OMol25 structures with the same formula, charge and spin: 307.9 kJ/mol
Net charge: 0

XYZ file:
```
34
Properties=species:S:1:pos:R:3:forces:R:3:lowdin_charge:R:1
C 1.6880 -2.1994 2.9765 0.1 -0.2 -1.2 -0.07
C 0.6442 -1.4968 2.1351 0.3 0.0 0.6 -0.20
C -0.5240 -1.9517 1.5274 1.9 4.4 -0.3 0.00
N -1.1768 -0.7937 0.9180 2.5 -1.5 3.4 0.09
C -0.4357 0.3421 1.4022 -0.2 -1.0 -2.3 -0.22
C -0.5878 1.6404 1.0691 0.3 4.4 -0.7 -0.03
C 0.2624 2.6946 1.6222 -1.5 -4.3 0.0 -0.06
C 1.2713 2.2456 2.4789 1.6 1.4 -0.7 -0.11
C 1.6376 0.8985 2.6421 -4.5 1.5 -2.5 -0.01
C 0.7520 -0.0186 2.0653 -1.6 -2.5 0.4 -0.13
H 1.7620 -1.7962 3.9488 1.1 2.4 0.8 0.05
H 2.6989 -2.4056 2.5093 -1.4 0.2 0.6 0.11
H 1.2671 -2.9904 3.5150 -0.7 -3.0 -0.6 0.05
H -0.9261 -2.9121 1.4193 -0.4 -1.1 -0.1 0.09
H -1.8295 -0.9835 0.1857 -0.1 1.0 -0.2 0.09
H -1.2397 2.0214 0.2736 -0.4 -0.6 0.5 0.10
H -0.0102 3.7049 1.4184 0.3 0.5 -0.1 0.08
H 1.9622 3.0528 2.7632 -0.2 -0.6 0.6 0.10
H 2.3921 0.5750 3.2104 3.0 -0.9 2.0 0.06
C -1.3517 2.1084 -2.8332 -0.3 -1.1 4.0 -0.04
C -0.9134 0.6158 -2.6246 -2.8 2.2 0.5 -0.30
C 0.3954 0.4101 -2.7860 2.9 3.4 -1.0 -0.10
C 0.8980 -0.8129 -2.5919 -1.8 -2.0 0.4 -0.06
C 0.0193 -1.8898 -2.3388 1.2 1.6 -0.4 -0.07
C -1.3229 -1.7213 -2.1889 0.2 -0.5 0.3 -0.11
C -1.7584 -0.4325 -2.3185 -0.9 0.9 0.0 -0.09
H -1.2143 2.1393 -3.8676 -0.4 1.4 -1.6 0.05
H -0.6819 2.7672 -2.1968 -0.2 -0.7 -1.3 0.08
H -2.3424 2.3764 -2.3445 0.7 -0.7 -1.5 0.09
H 1.0534 1.3585 -3.0784 -1.2 -2.3 0.8 0.17
H 1.9127 -0.9343 -2.5486 2.4 -0.7 -0.3 0.08
H 0.4392 -2.8227 -2.3246 1.0 -2.3 0.4 0.07
H -1.9527 -2.5606 -1.8638 0.1 0.5 -0.5 0.12
H -2.7884 -0.2287 -2.1745 -1.0 0.3 0.1 0.10
```
Forces are in eV/Å.

[3]
The following is a quantum chemistry calculation of 2 unconnected molecules or ions with the total composition C16H17N in a non-equilibrium geometry, from the Open Molecules 2025 dataset.

Calculated values
Lowest unoccupied orbital energy (spin up / spin down): -3.72 / -7.07 eV
Electronic energy: -18347.5842 eV
Multiplicity: 2
Max |F|: 6.162 eV/Å
Energy above the lowest of the compared OMol25 structures with the same formula, charge and spin: 308.6 kJ/mol
Net charge: +1

XYZ file:
```
34
Properties=species:S:1:pos:R:3:forces:R:3:lowdin_charge:R:1
C 4.2422 -0.2068 2.3986 -2.0 -1.1 -3.9 0.01
C 2.1385 0.8640 3.2597 -6.1 0.4 0.4 0.08
C 2.6824 -0.0250 2.3517 1.4 0.7 0.4 -0.10
C 0.3805 -0.2336 2.1883 -0.1 3.4 3.0 -0.20
C 1.5559 -0.4925 1.5910 4.1 -1.5 -1.2 -0.18
C -0.8112 -0.7774 1.9049 -1.5 0.0 -0.8 0.04
C 1.5664 -1.2841 0.4616 1.0 -1.4 -1.7 0.03
C -0.8836 -1.3603 0.6158 0.0 0.1 0.5 0.03
C 0.3353 -1.6599 -0.0523 -0.7 0.4 1.7 -0.03
N 0.7021 0.7950 3.1695 2.9 -2.0 -0.5 0.16
H 2.4150 1.5276 4.0323 1.3 0.5 0.4 0.14
H 0.0138 1.5013 3.3116 -0.1 0.7 0.8 0.15
H 4.5133 -0.7610 3.2824 0.4 0.8 0.8 0.08
H 4.7097 0.7887 2.0426 -0.3 -1.8 1.2 0.13
H -1.6811 -0.7487 2.5759 0.4 0.4 -0.5 0.15
H 2.5370 -1.6198 -0.0575 -1.7 0.6 1.0 0.17
H -1.9266 -1.4645 0.2330 1.3 -0.7 -0.1 0.14
H 0.3231 -2.4388 -0.7252 -0.2 -0.9 -2.3 0.09
H 4.4148 -1.0341 1.6143 0.2 1.5 0.7 0.10
C 0.1751 1.9359 -2.2951 2.9 -1.8 0.7 -0.06
C -3.2263 -0.4746 -2.6615 -3.4 -0.5 0.7 -0.13
C -3.2097 0.5584 -1.6659 -2.1 -2.4 -0.8 -0.09
C -2.2762 -0.6563 -3.6128 1.4 -0.4 -1.1 -0.09
C -2.0610 1.2284 -1.6099 0.6 4.3 3.5 -0.14
C -1.1085 0.1569 -3.4719 0.5 -1.0 -2.3 -0.04
C -1.0169 1.0836 -2.4523 0.6 -0.2 -1.7 -0.35
H -4.1366 -1.1313 -2.7970 0.9 1.0 0.5 0.12
H -4.1099 0.7876 -1.0362 1.1 -0.4 -0.7 0.13
H -2.4968 -1.4369 -4.4678 0.9 1.8 1.8 0.15
H -1.8772 2.1215 -0.8752 -0.9 -1.7 -1.1 0.15
H -0.2903 0.0925 -4.2685 -1.1 0.1 1.3 0.14
H 0.9021 1.2543 -1.6909 -0.6 1.3 -1.0 0.11
H 0.2373 2.8950 -1.8228 -1.2 0.4 0.8 0.07
H 0.6398 2.1621 -3.2368 0.4 -0.4 -0.6 0.07
```
Forces are in eV/Å.

[4]
The following is a quantum chemistry calculation of 2 unconnected molecules or ions with the total composition C16H17NO in a non-equilibrium geometry, from the Open Molecules 2025 dataset.

Calculated values
Lowest unoccupied orbital energy: 0.88 eV
Electronic energy: -20404.4261 eV
SMILES string: Cc1c[nH]c2ccccc12.Cc1ccc(O)cc1
Max |F|: 3.136 eV/Å
Energy above the lowest of the compared OMol25 structures with the same formula, charge and spin: 135.1 kJ/mol
Net charge: 0

XYZ file:
```
35
Properties=species:S:1:pos:R:3:forces:R:3:lowdin_charge:R:1
C 0.7572 1.2268 -3.0190 1.3 -0.5 -2.5 -0.05
C 1.6362 0.3244 -2.2157 0.6 0.7 0.8 -0.23
C 2.8784 0.6239 -1.7131 -1.1 -0.3 0.1 -0.06
N 3.1985 -0.2317 -0.6438 0.1 -0.2 -1.1 0.06
C 2.1631 -1.1836 -0.5747 -0.1 0.3 0.6 -0.21
C 1.9445 -2.1468 0.4107 0.9 -0.3 -0.7 -0.03
C 0.7503 -2.8387 0.3607 0.1 0.9 -0.2 -0.09
C -0.1323 -2.5791 -0.7004 -2.1 0.2 0.3 -0.10
C 0.0256 -1.6244 -1.7056 1.9 -0.7 1.8 -0.02
C 1.1876 -0.8555 -1.5225 0.0 0.2 -1.1 -0.16
H -0.2581 0.8888 -3.1542 -0.3 0.2 0.8 0.05
H 1.1056 1.1894 -4.0768 0.1 0.2 0.4 0.09
H 0.8727 2.2729 -2.7540 -0.5 0.0 0.3 0.08
H 3.5365 1.4399 -1.9708 0.0 0.0 0.1 0.12
H 4.1671 -0.5318 -0.6528 -0.2 -0.1 0.6 0.14
H 2.7696 -2.3956 1.0725 -0.4 0.1 0.4 0.11
H 0.4588 -3.4435 1.2101 0.0 -0.3 -0.3 0.10
H -1.1596 -2.9395 -0.5799 0.4 -0.7 -0.3 0.10
H -0.5820 -1.5839 -2.5891 -0.5 0.4 0.0 0.11
C -1.2085 0.9061 3.9937 -1.0 -0.1 -1.1 -0.05
C -1.5024 1.0018 2.4740 2.1 -0.9 2.1 -0.29
C -0.4028 1.3567 1.6796 -1.6 -0.1 -0.8 -0.02
C -0.5869 1.3296 0.3033 0.4 0.7 0.4 0.00
C -1.8058 0.9274 -0.2271 -0.8 -0.8 -0.8 -0.31
O -1.9849 0.9571 -1.6059 0.3 1.1 0.2 0.00
C -2.8745 0.5014 0.5503 1.0 1.1 1.7 0.00
C -2.6584 0.5158 1.9497 -1.2 0.5 -1.2 -0.06
H -0.4804 0.1132 4.1308 0.5 0.3 0.2 0.07
H -2.0799 0.5627 4.5613 0.0 0.4 -0.1 0.07
H -0.8936 1.8885 4.3317 0.3 -0.2 0.4 0.07
H 0.5189 1.6710 2.1315 0.3 0.1 0.0 0.11
H 0.1691 1.7757 -0.3323 0.0 -0.5 -0.2 0.11
H -2.1695 0.0876 -1.9421 -0.2 -0.6 0.1 0.08
H -3.8866 0.4790 0.1856 0.0 -0.6 -0.4 0.11
H -3.4734 0.3140 2.6343 -0.1 -0.3 -0.1 0.11
```
Forces are in eV/Å.